C11H80NO28 | ωB97M-V/def2-TZVPD

```
! RIJCOSX wB97M-V def2-TZVPD def2/J DEFGRID3
* xyz 1 1
C 0.45 -3.26 0.24
C 0.04 -2.58 -1.04
C -0.36 -1.13 -0.96
C 0.67 -0.22 -0.32
N 0.23 1.21 -0.01
C 0.00 1.87 -1.31
C 1.31 2.44 -1.92
C 2.37 2.40 -0.84
C 1.55 2.04 0.34
C -0.92 1.29 0.91
C -0.69 0.46 2.18
C -1.67 0.54 3.34
H 0.65 -4.30 -0.07
H -0.21 -3.28 1.05
H 1.18 -2.77 0.61
H -0.50 -3.27 -1.74
H 0.85 -2.70 -1.57
H -1.27 -0.90 -0.39
H -0.83 -0.74 -1.95
H 1.47 -0.04 -1.06
H 1.02 -0.77 0.50
H -0.79 2.57 -1.18
H -0.50 1.23 -2.09
H 1.03 3.39 -2.16
H 1.54 2.20 -2.89
H 3.05 3.36 -0.84
H 2.99 1.53 -1.02
H 1.07 3.10 0.66
H 2.00 1.74 1.12
H -1.78 0.86 0.67
H -1.03 2.36 1.31
H 0.28 0.65 2.60
H -0.92 -0.69 1.85
H -2.00 1.34 3.80
H -1.49 -0.11 4.13
H -2.46 0.18 2.88
O -2.30 4.27 3.99
H -1.55 3.99 4.39
H -2.93 3.81 4.57
O 1.88 -5.97 -1.03
H 1.09 -5.79 -0.61
H 2.19 -6.90 -1.11
O -3.07 -0.10 -3.51
H -2.11 -0.52 -3.95
H -3.88 -0.68 -3.53
O -3.25 -2.81 3.29
H -3.30 -2.53 2.40
H -3.90 -2.35 3.69
O -3.80 3.58 5.27
H -4.16 2.83 4.91
H -4.40 4.06 5.79
O -3.79 0.26 -0.79
H -3.48 -0.01 -1.68
H -4.77 0.04 -0.85
O 0.74 4.88 -3.98
H 0.06 4.42 -4.36
H 1.58 4.73 -4.51
O 4.07 0.03 0.24
H 4.27 -0.81 0.66
H 3.93 0.71 0.87
O -2.59 -4.65 -1.06
H -1.89 -4.49 -1.91
H -3.36 -4.49 -1.59
O -0.53 -1.22 6.51
H -1.13 -0.86 7.26
H 0.25 -0.73 6.38
O 4.62 1.26 2.34
H 5.60 1.20 2.45
H 4.07 1.71 3.00
O 5.24 3.92 0.77
H 5.26 3.19 1.39
H 6.01 4.42 0.57
O 2.18 6.27 -1.93
H 1.77 6.40 -1.09
H 1.76 5.62 -2.61
O -4.98 1.57 3.51
H -4.71 1.93 2.53
H -5.99 1.44 3.46
O -0.42 -3.05 4.29
H -0.25 -2.24 4.72
H -1.37 -2.77 4.20
O 3.89 -1.70 -2.16
H 4.72 -1.27 -2.64
H 3.90 -1.49 -1.17
O 4.82 1.33 -3.41
H 5.67 1.36 -3.78
H 4.89 0.50 -2.93
O -3.32 -2.53 0.70
H -2.94 -3.06 0.10
H -3.33 -1.70 0.22
O -3.18 3.64 -0.44
H -3.37 2.88 0.07
H -3.08 4.33 0.16
O 5.35 3.62 -2.00
H 5.18 2.98 -2.70
H 5.13 3.30 -1.06
O -0.82 -1.38 -4.32
H -0.72 -2.26 -3.95
H 0.01 -1.01 -4.30
O -2.55 4.84 -2.73
H -2.13 4.40 -1.99
H -1.95 5.56 -2.65
O -0.96 -4.15 -4.02
H -1.40 -4.91 -4.29
H -0.17 -4.30 -4.61
O 0.82 -4.67 2.57
H 0.20 -5.04 2.02
H 0.20 -4.26 3.13
O 1.71 -1.54 -4.21
H 2.51 -1.03 -4.51
H 2.07 -1.77 -3.46
O -4.39 2.37 0.88
H -4.19 1.71 0.30
H -5.39 2.45 0.50
O -0.74 -5.93 0.37
H -1.37 -5.62 -0.12
H -0.92 -6.74 0.57
O 3.78 -4.17 -0.36
H 4.01 -3.58 -1.13
H 3.09 -4.75 -0.82
*
```

Properties
LUMO (eV): -2.45
Frontier orbital gap (eV): 9.21
ΔE to the lowest compared entry with this formula, charge and spin (kJ/mol): 604.1

=====

C11H8Br2O2 | ωB97M-V/def2-TZVPD

```
! RIJCOSX wB97M-V def2-TZVPD def2/J DEFGRID3
* xyz 0 1
C 0.88 1.32 -0.63
C 1.70 1.52 0.46
C -0.31 0.40 -2.38
C -1.12 0.39 -1.30
C 1.04 0.93 -2.11
C 0.79 1.50 1.74
C 2.62 0.31 0.86
C 1.41 -0.69 1.09
C -0.47 1.08 -0.23
C 0.26 0.16 1.51
C -2.51 -0.02 -1.16
O 2.00 0.97 -2.85
O 0.64 2.19 2.72
Br -0.67 -0.53 -3.92
Br -1.02 -0.65 2.64
H 3.34 -0.05 0.12
H 3.19 0.55 1.79
H 1.29 -1.38 0.32
H 1.83 -1.25 2.02
H -1.12 1.85 0.31
H -2.75 -0.72 -1.97
H -3.22 0.87 -1.26
H -2.77 -0.56 -0.16
*
```

Properties
LUMO (spin up / spin down) (eV): -1.15 / -1.15
Frontier orbital gap (spin up / spin down) (eV): 7.69 / 7.69
ΔE to the lowest compared entry with this formula, charge and spin (kJ/mol): 127.3

=====

C11H8FINSbSe4Sn | ωB97M-V/def2-TZVPD

```
! RIJCOSX wB97M-V def2-TZVPD def2/J DEFGRID3
* xyz 0 1
Sn -0.46 0.04 0.86
I 0.72 -3.44 0.64
C -1.31 -3.21 0.20
C -2.19 -4.27 0.06
C -3.50 -4.00 -0.27
C -3.91 -2.68 -0.43
C -2.97 -1.68 -0.24
N -1.70 -1.95 0.07
H -1.83 -5.29 0.19
H -4.21 -4.81 -0.39
H -4.93 -2.43 -0.68
H -3.24 -0.64 -0.32
Se 0.98 -0.50 3.24
Sb 3.15 -0.97 2.21
Se 3.79 -3.19 1.62
Se 4.76 0.72 2.03
Se 1.58 -0.08 -0.65
F 1.31 5.94 -0.89
C 1.35 4.60 -0.81
C 1.86 4.02 0.33
C 1.92 2.63 0.41
C 1.45 1.85 -0.64
C 0.91 2.47 -1.77
C 0.87 3.85 -1.86
H 2.24 4.64 1.13
H 2.36 2.17 1.28
H 0.54 1.86 -2.59
H 0.47 4.35 -2.74
*
```

Properties
LUMO (eV): -1.25
Frontier orbital gap (eV): 6.95
ΔE to the lowest compared entry with this formula, charge and spin (kJ/mol): 0.0

=====

C11H8N2O4STi | ωB97M-V/def2-TZVPD

```
! RIJCOSX wB97M-V def2-TZVPD def2/J DEFGRID3
* xyz 3 2
Ti 1.24 0.35 -0.56
O 2.06 -2.78 -0.49
C 1.68 -1.68 -0.51
C 2.33 2.01 -0.97
O 3.04 2.90 -1.19
C 1.75 -0.34 -2.41
O 2.04 -0.74 -3.46
C 2.54 0.30 1.05
O 3.37 0.26 1.86
H 5.94 -0.85 -1.80
H 6.05 -0.11 -1.87
N -1.10 1.94 -2.21
C -1.61 1.29 -1.15
N -0.82 0.68 -0.25
C -1.53 0.08 0.80
C -0.88 -0.69 1.77
C -1.69 -1.41 2.66
C -3.08 -1.31 2.54
C -3.71 -0.52 1.56
C -2.91 0.19 0.67
S -3.32 1.10 -0.82
H -1.74 2.28 -2.91
H -0.10 2.18 -2.27
H 0.21 -0.73 1.80
H -1.24 -2.05 3.42
H -3.71 -1.87 3.24
H -4.79 -0.45 1.47
*
```

Properties
Expectation value of S²: 0.816
LUMO (spin up / spin down) (eV): -15.27 / -15.34
Frontier orbital gap (spin up / spin down) (eV): 3.88 / 3.79
ΔE to the lowest compared entry with this formula, charge and spin (kJ/mol): 37.2

=====

C11H8N4 | ωB97M-V/def2-TZVPD

```
! RIJCOSX wB97M-V def2-TZVPD def2/J DEFGRID3
* xyz 0 1
C 2.47 -1.96 -0.96
C 0.78 2.30 1.52
C 2.09 2.11 1.03
C -0.22 1.36 1.23
C 2.33 1.02 0.24
C 0.07 0.22 0.58
C 1.38 0.08 -0.04
C -2.84 -0.63 -1.06
C -2.33 -0.29 0.10
C -2.11 -1.34 -1.96
C -0.99 -0.91 0.51
N 3.28 -2.70 -1.30
N -0.98 -1.82 -1.60
N 1.61 -0.98 -0.92
N -0.53 -1.87 -0.40
H 0.66 3.13 2.21
H 2.93 2.67 1.40
H -1.15 1.35 1.73
H 3.17 0.73 -0.44
H -3.72 -0.15 -1.49
H -2.52 0.53 0.89
H -2.47 -1.56 -2.93
H -0.91 -1.30 1.66
*
```

Properties
LUMO (spin up / spin down) (eV): -1.92 / -1.49
Frontier orbital gap (spin up / spin down) (eV): 6.47 / 7.35
ΔE to the lowest compared entry with this formula, charge and spin (kJ/mol): 305.7

=====

C11H9AsBF6NO2PPdS5 | ωB97M-V/def2-TZVPD

```
! RIJCOSX wB97M-V def2-TZVPD def2/J DEFGRID3
* xyz -2 2
Pd -0.16 -0.58 1.69
S -2.28 0.64 5.04
As -0.70 -0.74 4.54
S -1.22 -2.42 3.27
S 1.02 0.16 3.56
S -0.63 -1.21 6.63
O -0.69 2.31 1.30
B 0.20 1.23 1.12
O 1.31 1.68 0.36
C 1.06 2.98 0.06
C 1.81 3.86 -0.70
C 1.30 5.15 -0.86
C 0.10 5.54 -0.28
C -0.66 4.64 0.48
C -0.15 3.37 0.63
H 2.74 3.55 -1.14
H 1.86 5.87 -1.44
H -0.26 6.55 -0.42
H -1.60 4.92 0.94
F 1.27 -1.49 -1.16
P 2.43 -2.47 -0.59
F 3.56 -3.49 -0.04
F 2.65 -1.49 0.66
F 3.54 -1.68 -1.45
F 2.17 -3.47 -1.85
F 1.30 -3.30 0.26
S -2.23 -0.34 0.35
C -1.96 -1.54 -0.82
N -1.30 -2.68 -0.49
C -0.97 -3.66 -1.36
C -1.38 -3.59 -2.66
C -2.10 -2.45 -3.05
C -2.39 -1.45 -2.16
H -0.89 -2.70 0.45
H -0.35 -4.44 -0.96
H -1.09 -4.36 -3.36
H -2.40 -2.34 -4.09
H -2.91 -0.56 -2.46
*
```

Properties
Expectation value of S²: 0.758
LUMO (spin up / spin down) (eV): 4.35 / 4.12
Frontier orbital gap (spin up / spin down) (eV): 6.56 / 6.33
ΔE to the lowest compared entry with this formula, charge and spin (kJ/mol): 203.1

=====

C11H9Cl36N2O2P2 | ωB97M-V/def2-TZVPD

```
! RIJCOSX wB97M-V def2-TZVPD def2/J DEFGRID3
* xyz 1 1
N -3.39 0.00 -5.68
C -3.03 -1.20 -5.66
C -3.24 -2.10 -4.42
P -2.20 -1.41 -3.12
P -1.77 -2.82 -1.48
N -0.90 -3.94 -2.02
O -1.02 -1.89 -0.46
O -3.12 -3.30 -0.79
H -3.86 0.29 -4.82
H -2.51 -1.64 -6.50
H -4.29 -2.05 -4.18
H -2.95 -3.13 -4.64
H -0.98 -1.04 -3.70
H -2.87 -0.29 -2.61
H -1.35 -4.84 -1.85
H -1.56 -1.78 0.35
H -3.93 -2.90 -1.14
C 1.31 1.44 -0.23
Cl -0.17 1.13 -1.16
Cl 0.95 2.62 1.02
Cl 1.90 -0.06 0.48
Cl 2.51 2.07 -1.36
C 0.96 2.29 4.98
Cl 0.59 0.70 4.30
Cl 0.17 3.54 4.01
Cl 0.37 2.37 6.64
Cl 2.70 2.56 4.95
C -0.81 6.17 -0.14
Cl -2.34 6.15 -1.01
Cl -0.20 7.82 -0.06
Cl -1.07 5.54 1.49
Cl 0.40 5.15 -0.96
C -1.52 3.67 -5.01
Cl -3.27 3.94 -4.95
Cl -0.78 4.28 -3.53
Cl -1.20 1.93 -5.16
Cl -0.85 4.51 -6.40
C -2.72 -1.35 5.92
Cl -2.49 -1.48 4.16
Cl -2.62 0.34 6.40
Cl -4.31 -1.99 6.33
Cl -1.48 -2.28 6.74
C 2.79 0.48 -5.49
Cl 4.48 0.11 -5.17
Cl 1.83 0.15 -4.03
Cl 2.62 2.19 -5.91
Cl 2.20 -0.52 -6.82
C 2.47 -1.41 7.66
Cl 2.00 -2.98 6.99
Cl 3.54 -0.58 6.53
Cl 1.02 -0.43 7.93
Cl 3.31 -1.65 9.19
C 6.40 -0.49 11.65
Cl 5.91 0.30 13.15
Cl 8.14 -0.81 11.69
Cl 5.53 -2.02 11.49
Cl 6.03 0.55 10.28
C -0.30 -3.76 -8.76
Cl -0.67 -5.26 -9.61
Cl 0.25 -2.54 -9.89
Cl -1.78 -3.18 -7.94
Cl 0.94 -4.05 -7.54
*
```

Properties
LUMO (eV): -3.74
Frontier orbital gap (eV): 8.57
ΔE to the lowest compared entry with this formula, charge and spin (kJ/mol): 0.0

=====

C11H9N3 | ωB97M-V/def2-TZVPD

```
! RIJCOSX wB97M-V def2-TZVPD def2/J DEFGRID3
* xyz 0 1
C 0.50 -2.89 -0.71
C -2.37 0.85 0.99
C -2.15 1.13 -0.36
C -1.90 -0.36 1.56
C -1.16 0.38 -1.03
C -1.19 -1.35 0.82
C 2.04 2.12 0.00
C 1.57 1.20 -0.86
C 2.46 0.20 0.79
C -0.80 -0.86 -0.48
C 0.08 -1.67 -1.21
N 0.77 -3.92 -0.21
N 2.67 1.51 1.06
N 1.82 0.01 -0.34
H -2.81 1.58 1.71
H -2.49 2.02 -0.87
H -2.11 -0.69 2.60
H -0.77 0.65 -1.95
H -0.75 -2.27 1.22
H 2.07 3.19 -0.03
H 1.13 1.27 -1.81
H 2.91 -0.64 1.39
H 0.45 -1.46 -2.25
*
```

Properties
LUMO (spin up / spin down) (eV): -1.26 / -2.96
Frontier orbital gap (spin up / spin down) (eV): 8.24 / 4.77
ΔE to the lowest compared entry with this formula, charge and spin (kJ/mol): 370.5